Entry P
11
Properties=species:S:1:pos:R:3 method="wB97M-V/def2-TZVPD" homo_energy_ev="-8.0 / -8.2" lumo_ha="-0.0448 / -0.0503"
C -3.02499 2.37673 1.10937
C 3.44542 -1.86171 0.52946
C -2.32233 1.80137 0.31324
C 2.41391 -1.88414 -0.14884
C -1.48373 1.13547 -0.56751
C 1.25052 -2.03381 -0.75570
S -0.27562 0.12287 -0.04837
H -3.66048 2.88917 1.77345
H 4.22442 -1.93833 1.23357
H -1.65421 1.28589 -1.63016
H 1.08709 -1.89351 -1.80852

Entry Q
11
Properties=species:S:1:pos:R:3 method="wB97M-V/def2-TZVPD" homo_energy_ev=-8.5 smiles=C#C[C@H]1S[C@@H]1C#C lumo_ha=-0.0002
C -0.37178 2.60535 1.64917
C 0.06586 1.26639 1.44423
C 0.23781 -0.01944 0.91442
S -1.27246 -0.10685 -0.22166
C 0.51647 -0.00454 -0.52203
C 1.17629 -1.27609 -1.04981
C 1.45966 -2.31608 -1.88217
H -1.06611 3.64066 1.92003
H 0.50252 -1.11284 1.45106
H 0.76058 1.03264 -0.92521
H 1.65655 -3.38435 -2.22210

From most stable to least stable, the computed energies give entry P, entry Q.

Entry P
10
Properties=species:S:1:pos:R:3 method="wB97M-V/def2-TZVPD" homo_energy_ev="-8.1 / -8.1" lumo_ha="-0.0388 / -0.0394"
C 1.09846 0.20677 0.02754
C 0.05081 -0.73537 -0.15172
O -0.33979 -1.13143 -1.33330
S -2.15660 0.85418 0.17831
Cl -0.36880 -1.60929 1.35115
H 1.85977 -0.33879 0.58262
H 1.33288 0.37569 -1.09491
H 0.80050 1.03742 0.61129
H -1.28806 -1.35568 -1.31655
H -2.01357 0.62318 1.43218

Entry Q
10
Properties=species:S:1:pos:R:3 method="wB97M-V/def2-TZVPD" homo_energy_ev=-8.9 smiles=CS[C@@H](O)Cl lumo_ha=0.0258
C -0.06612 -0.91529 -1.04314
S 0.57951 -1.40179 0.58272
C 0.56493 0.12586 1.66047
O -0.67003 0.51104 1.71642
Cl 1.45941 -0.34492 3.13813
H -1.11335 -0.90490 -0.98706
H 0.50649 -1.56058 -1.70752
H 0.44158 0.10535 -0.98492
H 1.20899 0.88141 1.16064
H -1.35918 -0.11767 2.16003

From most stable to least stable, the computed energies give entry Q, entry P.

Entry P
55
Properties=species:S:1:pos:R:3 method="wB97M-V/def2-TZVPD" homo_energy_ev=-8.8 smiles=Cc1ccc(C2(c3noc(CN4C[C@@H](C)O[C@@H](C)C4)n3)CCCC2)cc1 lumo_ha=0.0308
C 1.77002 -4.58626 -0.27075
C 0.62867 -3.61561 -0.26992
C -0.31179 -3.61012 -1.28893
C -1.34896 -2.69202 -1.30761
C -1.47875 -1.74923 -0.29949
C -2.58474 -0.69984 -0.24114
C -1.87092 0.60719 -0.24270
N -1.71822 1.35138 -1.30102
O -0.94215 2.39845 -0.89545
C -0.68477 2.20327 0.40235
C 0.27710 3.08004 1.12628
N 1.65072 2.64383 0.93827
C 1.90303 1.28930 1.40010
C 3.41161 1.02182 1.35162
C 3.73674 -0.40677 1.76324
O 3.90313 1.21499 0.04138
C 3.64766 2.52127 -0.43034
C 4.23087 2.63593 -1.83128
C 2.14075 2.80617 -0.41912
N -1.23642 1.11917 0.85397
C -3.61215 -0.75140 -1.38351
C -4.72554 -1.63701 -0.84037
C -4.86876 -1.12790 0.59083
C -3.42525 -0.90067 1.05102
C -0.54286 -1.76454 0.73288
C 0.49246 -2.67750 0.74628
H 2.64756 -4.12794 -0.72858
H 2.03433 -4.87409 0.74454
H 1.52086 -5.47938 -0.83886
H -0.23612 -4.33524 -2.08715
H -2.05456 -2.73704 -2.12164
H 0.18954 4.10590 0.76213
H 0.04905 3.04195 2.19354
H 1.54138 1.19644 2.42546
H 1.39474 0.53484 0.77740
H 3.90935 1.73896 2.02811
H 3.39828 -0.59092 2.77885
H 3.24475 -1.09969 1.08586
H 4.80911 -0.56894 1.70552
H 4.13490 3.24585 0.24603
H 3.73874 1.92804 -2.49263
H 4.09265 3.64270 -2.21475
H 5.29130 2.40304 -1.80456
H 1.95915 3.83392 -0.73978
H 1.64774 2.12078 -1.12839
H -3.99508 0.25660 -1.54930
H -3.18878 -1.09258 -2.32340
H -5.64770 -1.55042 -1.41322
H -4.41055 -2.68184 -0.83713
H -5.39574 -1.82851 1.23705
H -5.41922 -0.18561 0.58782
H -3.33569 -0.03908 1.71100
H -3.05973 -1.77448 1.59040
H -0.62728 -1.04299 1.53189
H 1.20426 -2.66378 1.55994

Entry Q
55
Properties=species:S:1:pos:R:3 method="wB97M-V/def2-TZVPD" homo_energy_ev=-4.4 lumo_ha=-0.0292
C 5.38028 1.36991 2.23189
C 3.85721 1.34115 1.88078
C 3.51524 0.46474 0.72571
C 2.10727 -0.21170 0.36987
C 4.54979 0.42491 -0.34253
O 4.30500 -0.06117 -1.44408
O 5.81363 0.94361 -0.16196
C 6.15903 1.78539 0.99230
H 5.61636 2.08664 3.04317
H 5.75152 0.38152 2.56405
H 3.30834 1.08015 2.81143
H 3.61331 2.40287 1.67772
H 2.12520 -0.12190 -0.77425
H 2.10091 -1.26397 0.76501
H 5.97201 2.83766 0.71446
H 7.25519 1.66765 1.11480
C -0.01232 -2.71326 2.46609
C -1.02611 -1.59916 2.48440
C -2.40754 -2.02857 2.91390
N -1.20453 -1.13027 1.09627
N -2.48449 -1.22840 0.67754
N -2.55061 -0.53260 -0.45902
C -3.67347 -0.88817 -1.38495
C -5.02281 -0.79446 -0.68014
C -3.37841 -2.29468 -1.86702
C -1.30050 0.02704 -0.73380
C -1.21162 1.03282 -1.78382
C -0.29453 0.80048 -2.82889
C -0.26427 1.64863 -3.94677
C -1.08286 2.79154 -4.01275
C -1.97274 3.05306 -2.94496
C -2.05999 2.18338 -1.84272
C -0.44252 -0.32168 0.27736
C 0.84890 0.41381 0.78925
H 0.08230 -3.17438 3.45667
H -0.33461 -3.46495 1.73531
H 0.97138 -2.34873 2.16232
H -0.67703 -0.77856 3.13110
H -2.35913 -2.51454 3.88813
H -3.08262 -1.16857 2.98857
H -2.85629 -2.70710 2.17877
H -3.64173 -0.16224 -2.20148
H -5.78832 -1.25989 -1.32105
H -5.03402 -1.32410 0.28046
H -5.32165 0.24322 -0.50203
H -4.18373 -2.64508 -2.51721
H -2.42804 -2.30855 -2.40962
H -3.29794 -2.97638 -1.00798
H 0.31229 -0.10769 -2.75439
H 0.42590 1.41819 -4.76241
H -1.02183 3.47873 -4.88074
H -2.58351 3.96294 -2.99229
H -2.78575 2.38844 -1.03933
H 0.92230 1.37414 0.29583
H 0.79215 0.52813 1.88300

From most stable to least stable, the computed energies give entry P, entry Q.

Entry P
10
Properties=species:S:1:pos:R:3 method="wB97M-V/def2-TZVPD" homo_energy_ev=-8.2 lumo_ha=0.0233
C -2.51197 0.67943 -0.07653
C -2.54423 -0.64190 -0.13194
C -1.33740 -0.02192 -0.67369
C 0.50208 0.01500 0.45917
F -3.16678 1.81812 0.16449
F -3.22706 -1.72891 0.22342
H -1.18202 -0.20575 -1.76165
H 1.01778 0.06104 -0.46374
H 0.31484 -0.88902 0.91398
H 0.06391 0.84421 1.01423

Entry Q
10
Properties=species:S:1:pos:R:3 method="wB97M-V/def2-TZVPD" homo_energy_ev=-9.2 smiles="F/C=C/C=C/F" lumo_ha=0.0323
F 2.83406 0.37791 0.08183
C 1.48562 0.50372 -0.12875
C 0.70795 -0.52946 -0.01243
C -0.73207 -0.49155 -0.12654
C -1.46658 0.55000 0.17770
F -2.82650 0.34728 -0.00151
H 1.24584 1.55528 -0.23261
H 1.32932 -1.55173 0.15524
H -1.14146 -1.50201 -0.47136
H -1.33936 1.58326 0.46849

From most stable to least stable, the computed energies give entry Q, entry P.